(1)
C28H77N7O7 | ωB97M-V/def2-TZVPD

Structure (XYZ):
```
119
Properties=species:S:1:pos:R:3:forces:R:3
N -22.971 0.008 -10.703 0.47 0.73 0.01
H -26.813 0.088 -18.089 0.06 0.04 0.36
H -14.742 -9.330 -22.114 0.08 0.05 0.04
C -15.513 -6.068 -8.556 1.68 -0.48 1.98
H -26.151 -2.184 -17.508 0.13 0.33 0.14
H -22.656 -9.252 -3.681 -0.33 0.38 0.25
H -14.975 -8.307 -20.855 -0.82 -0.08 0.19
C -26.765 -9.902 -6.725 1.59 -0.14 1.21
H -16.296 -6.514 -9.170 0.34 0.36 -0.66
H -17.162 -9.641 -21.458 0.16 -0.49 0.21
C -24.835 -12.916 -11.056 0.96 -0.97 -0.13
H -14.674 -4.553 -9.971 -0.16 -0.14 -0.22
O -21.872 -6.517 -14.692 -0.70 0.07 0.38
N -29.521 -1.869 -18.158 -0.30 -1.05 -0.05
H -26.293 -9.702 -7.686 0.09 -0.44 -0.03
H -17.461 -7.191 -20.706 1.12 -0.13 -0.09
C -24.094 -14.148 -13.219 -0.27 -1.48 0.46
H -24.343 -13.748 -10.554 0.12 -0.39 -0.28
H -14.489 -7.839 -7.975 -0.39 0.13 -0.14
H -21.213 1.049 -10.761 0.13 0.42 -0.09
H -29.659 -1.954 -17.161 -0.20 0.58 0.52
C -22.068 0.914 -11.423 -0.50 0.26 -0.03
H -17.844 -4.236 -9.229 0.04 -0.55 0.47
H -13.466 -6.623 -8.190 -0.13 0.49 -0.04
H -22.621 4.775 -11.371 -0.67 -0.57 0.06
H -24.398 -12.082 -10.507 -0.75 0.45 -0.17
H -24.777 -8.036 -4.154 -1.01 -0.19 0.43
H -21.948 -4.876 -16.063 0.13 0.63 1.00
H -26.682 -9.238 -4.705 -1.31 0.36 -0.03
H -16.587 -8.359 -24.078 -0.02 0.40 -0.32
C -22.957 -10.025 -4.390 0.70 0.60 0.10
H -25.547 -4.929 -17.427 0.51 1.01 -0.10
C -26.277 -8.866 -5.646 -1.03 0.49 1.08
H -22.345 -9.829 -5.270 -0.10 -0.01 -0.44
O -15.957 -3.541 -8.685 1.98 -1.30 0.80
C -15.024 -4.605 -8.940 -0.52 -0.60 0.76
H -27.855 -1.873 -19.399 0.05 -0.22 0.03
H -20.648 -5.573 -13.275 0.39 -0.21 -0.16
C -21.667 0.205 -12.664 0.91 0.46 -0.46
H -26.414 -4.319 -15.928 0.36 0.43 -0.07
C -22.690 2.311 -11.825 0.47 -1.11 0.65
C -16.054 -6.181 -7.122 -0.71 -0.04 -0.35
H -15.818 -7.178 -6.750 -0.04 0.00 0.00
H -14.179 -4.343 -8.303 0.08 -0.30 0.10
N -25.801 -12.455 -13.195 0.02 -0.77 -0.34
H -16.106 -11.242 -25.582 -0.17 -0.27 0.30
C -27.878 -0.137 -18.128 0.31 -0.16 -0.11
H -21.693 -5.280 -11.138 0.14 0.23 0.63
C -23.818 -6.630 -12.472 -0.08 -0.68 0.34
C -21.431 -5.797 -15.794 0.81 -0.44 -1.42
C -27.201 -2.450 -17.385 -0.68 0.00 -2.01
H -26.956 -5.607 -16.914 -0.43 -0.14 0.10
H -22.368 -6.432 -10.192 -0.50 -0.37 -0.57
H -18.530 -7.785 -21.809 -0.43 -0.25 -0.22
C -15.449 -10.455 -25.212 -0.78 -0.13 0.40
H -24.274 -7.320 -13.183 0.35 0.51 -0.87
H -20.343 -5.751 -15.737 0.18 0.92 0.01
N -21.837 -6.274 -11.037 1.46 1.15 -0.51
H -20.944 0.845 -13.168 0.00 -0.15 -0.35
O -22.725 -14.498 -13.048 -0.26 1.40 1.42
H -22.234 -4.877 -13.475 -0.20 0.23 -0.10
H -27.532 -2.284 -16.359 0.02 0.04 0.26
H -23.523 2.159 -12.512 -0.37 -0.20 0.12
C -16.740 -8.840 -22.065 2.55 -0.91 1.99
H -23.382 0.464 -9.901 -0.43 -0.22 -0.07
H -17.484 -2.592 -9.486 0.08 0.17 -0.34
C -17.459 -7.605 -21.714 -2.60 0.82 -1.44
H -28.389 0.085 -17.191 0.26 0.44 0.10
C -26.490 -4.624 -16.972 -0.69 -2.00 0.23
H -22.565 0.148 -13.280 0.14 -0.52 -0.31
H -17.283 -6.904 -22.530 0.37 0.71 0.55
H -21.375 -15.994 -13.346 0.25 0.59 0.17
H -22.777 -16.602 -12.626 -0.75 0.40 0.57
H -27.838 -10.021 -6.871 -0.19 1.09 0.26
H -15.600 -9.660 -25.942 0.01 0.71 0.50
O -24.334 -10.025 -4.675 -0.39 -0.07 0.40
O -21.772 3.191 -12.464 0.48 -0.33 0.83
H -26.350 -7.279 -6.886 0.26 0.20 -0.14
H -22.772 4.877 -13.170 -0.87 -0.51 0.01
H -25.905 -13.107 -10.976 0.02 0.53 0.48
H -24.088 -5.582 -12.605 -0.26 -0.10 -0.36
H -24.090 -8.274 -5.642 -0.06 0.15 -0.85
H -24.229 -14.240 -14.297 -0.70 0.57 -0.21
N -15.311 -8.570 -21.770 0.37 -0.45 -0.77
H -21.440 5.318 -12.354 1.40 -0.83 -0.15
C -21.690 -5.821 -13.475 -0.13 -0.83 0.76
C -28.113 -1.625 -18.369 1.17 0.53 0.79
H -24.376 -6.970 -11.600 0.54 0.13 0.71
C -22.177 4.515 -12.332 -0.26 1.92 -0.16
N -26.730 -7.493 -5.975 0.60 -0.22 0.32
O -27.336 -3.826 -17.746 0.12 0.75 0.37
H -27.726 -7.384 -6.107 -0.20 -0.44 0.30
C -17.023 -3.579 -9.515 -2.30 0.55 -1.08
H -25.676 -12.537 -14.194 -0.33 0.53 -0.17
H -21.580 -6.315 -16.741 -0.30 -0.95 0.30
H -26.069 -11.523 -12.911 0.04 0.05 -0.23
N -14.335 -7.009 -8.530 0.28 0.45 -1.64
H -17.808 -9.521 -23.753 -0.02 -1.02 -0.30
H -14.428 -10.813 -25.341 0.00 0.13 0.56
H -28.270 0.513 -18.911 -0.35 -0.27 0.01
H -15.595 -5.487 -6.417 -0.42 0.28 -0.08
C -22.450 -15.814 -13.305 1.04 -1.58 -1.08
C -24.549 -12.863 -12.564 0.77 1.12 -0.26
H -21.182 -0.746 -12.442 -0.33 -0.13 -0.20
H -21.953 -7.751 -12.509 0.14 0.02 -0.15
O -15.726 -10.141 -23.819 0.48 -1.36 -1.05
H -22.764 -16.118 -14.303 -0.47 0.01 -0.30
H -16.797 -3.867 -10.542 0.34 0.21 -0.27
C -16.773 -9.275 -23.517 -0.30 2.28 -0.54
H -24.745 -14.867 -12.723 0.02 -0.79 -0.24
C -22.265 -6.719 -12.350 -1.98 -0.28 0.01
H -17.142 -6.189 -7.192 -0.16 0.75 0.69
H -26.554 -10.877 -6.284 0.75 -0.32 -0.61
H -23.633 -0.432 -11.325 -0.33 0.22 0.21
H -29.668 -2.838 -18.402 -0.32 -0.32 -0.56
H -23.040 2.703 -10.870 -0.23 0.54 -0.07
H -23.767 -12.142 -12.801 0.30 0.33 0.33
H -22.558 -10.935 -3.941 -0.80 -0.40 -0.18
C -24.847 -8.721 -4.998 1.43 -1.05 -2.09
```
Positions in Å, forces in eV/Å.

Summary:
E = -55039.3958 eV
Structure (SMILES) = COC[C@H](C)N.COC[C@H](C)N.COC[C@H](C)N.COC[C@H](C)N.COC[C@H](C)N.COC[C@H](C)N.COC[C@H](C)N
Energy above the lowest of the compared OMol25 structures with the same formula, charge and spin = 553.8 kJ/mol
Orbital gap = 0.33261 hartree



(2)
C28H78AsF15N6O8P | ωB97M-V/def2-TZVPD

Structure (XYZ):
```
137
Properties=species:S:1:pos:R:3:forces:R:3
H 1.638 3.045 1.005 -0.23 0.56 -0.60
O 0.034 -0.626 -0.051 2.91 -2.24 -3.61
O -6.498 0.051 -2.462 1.70 0.87 0.71
F 0.189 0.032 3.824 -0.19 0.89 -0.10
H -0.464 -3.911 6.318 0.23 0.88 0.39
H 2.693 3.167 -1.402 0.21 0.27 0.61
H -0.469 -2.622 5.076 0.62 -0.26 1.46
O -0.411 1.969 -1.075 0.65 0.10 0.34
H -1.781 1.926 6.836 -0.30 -0.03 0.04
H 10.272 -2.196 -2.717 -0.70 0.15 0.61
H 3.550 7.389 2.451 0.16 0.54 -0.48
C -9.276 -7.525 -5.823 1.69 -2.19 -3.40
H -3.569 -3.669 -5.847 0.23 0.97 0.04
H -1.515 1.889 -2.759 -0.26 -0.07 -0.41
C -4.639 -3.809 -1.873 -1.22 0.49 0.07
H -0.687 1.612 8.183 -0.74 -0.06 -0.41
C -3.643 -2.566 -5.630 -0.74 -1.79 -0.73
H -2.381 1.978 8.564 0.15 -0.05 -0.63
H 9.000 0.380 -0.119 -0.16 0.62 0.18
N -8.029 -0.156 -4.612 1.82 0.58 1.05
H -6.564 1.501 -0.969 -0.09 0.17 0.67
H 7.173 0.156 -1.535 -0.20 0.08 -0.41
H -9.576 -8.583 -6.169 0.16 0.99 1.00
N -5.464 -1.128 -4.623 0.87 0.18 1.06
H 11.793 -3.914 -0.088 -0.46 -0.71 -1.01
F 4.371 2.785 1.398 0.21 -0.09 -0.35
H 7.167 -1.144 -2.764 -0.41 -0.13 -0.52
C 9.516 -2.418 -1.912 1.05 -0.38 -0.01
C -6.360 1.424 -2.016 -0.22 -0.87 -1.11
H -4.886 -0.403 -5.029 -0.28 0.26 -0.55
H -5.210 -1.070 -3.612 -0.08 -0.67 -0.45
C -2.034 -0.014 7.787 0.23 -0.15 -1.25
C 11.312 -3.804 -1.096 0.44 0.32 2.22
H -5.738 -2.577 -6.161 0.18 0.06 0.91
H -0.434 -3.961 -0.085 -0.06 0.84 -0.87
H 10.205 -0.716 0.122 -0.24 -0.02 -0.73
O -1.375 -2.095 6.865 1.49 0.52 -0.53
O 10.197 -2.961 -0.762 -0.09 0.59 -1.30
C -0.136 -3.034 -0.659 -0.64 -0.68 0.86
F -1.749 1.548 4.118 1.13 0.37 -0.10
H -7.665 0.797 -4.648 -0.27 -0.20 -0.20
H -7.477 -1.811 -2.183 0.29 2.40 0.27
H 8.394 0.220 -2.883 -1.07 -0.64 0.26
C -1.097 1.201 -2.033 0.28 -1.16 -0.30
H -0.351 -0.032 0.502 -1.91 2.41 2.82
H 0.700 6.086 3.207 -0.44 -0.11 0.56
N 1.808 2.247 0.391 0.52 0.70 0.41
F -7.752 -5.761 -6.628 -0.91 0.12 -0.18
H 4.931 6.311 4.324 -0.03 1.33 1.36
C -9.653 -1.495 -3.580 -0.31 -1.78 0.48
H -10.271 -1.272 -4.468 0.44 -0.16 0.28
C -5.147 -2.456 -5.221 1.51 0.51 -1.10
F -6.884 -7.547 -6.016 0.15 -1.24 -0.56
H 10.194 0.229 -1.241 1.46 1.34 -1.25
H -6.495 -0.841 -4.556 -0.20 -0.01 -0.93
H -4.482 -4.785 -2.301 0.35 -0.48 0.13
H 1.356 4.800 2.082 -0.60 1.13 0.34
N -1.541 -0.650 9.022 0.56 -0.08 2.94
F 5.708 2.076 -0.354 -0.35 -0.34 -1.44
F -8.196 -7.491 -7.881 0.89 -0.04 0.96
F -0.271 3.536 3.480 -0.07 -1.72 -0.14
H -0.383 0.470 -2.533 -0.97 0.72 0.50
H -10.380 -1.623 -2.774 0.21 0.00 0.10
N 9.632 -0.245 -0.604 -1.16 -2.05 1.28
C 8.732 -1.229 -1.363 -0.38 -1.30 1.48
H 6.178 7.953 2.399 -0.35 -0.37 0.59
H -1.499 -1.678 8.949 0.03 0.22 -0.51
H 0.708 -2.252 1.068 1.41 0.11 1.03
H 3.966 5.850 1.514 -0.53 0.63 0.43
H -3.722 -3.258 -1.725 0.47 -0.28 0.44
H 6.133 4.506 4.001 0.90 -0.57 0.70
F 6.608 3.331 1.244 0.00 -0.96 -0.11
H -3.299 -2.084 -6.578 -0.56 0.08 1.00
H -5.208 -4.515 -4.365 0.18 0.55 -0.05
H 5.646 4.286 2.416 0.27 0.02 0.52
F 5.919 1.837 2.760 -0.22 -0.39 0.75
F -0.539 1.466 1.928 0.48 0.51 0.98
H -1.574 -0.173 5.747 0.21 -1.47 0.28
H -2.135 -0.455 9.845 0.01 0.01 -0.42
H 8.824 -3.187 -2.318 0.13 0.61 0.13
C -0.300 -2.818 6.197 -2.15 -0.35 -2.44
H -2.969 -2.414 -4.800 0.21 0.41 0.22
C 3.758 6.333 2.512 2.06 -0.91 0.27
C 2.009 2.385 -1.094 -0.42 -1.90 0.13
O -9.893 -6.735 -5.249 -1.92 1.72 2.19
H -9.202 0.485 -2.984 -0.27 0.15 -0.37
F 1.603 1.943 3.175 -0.08 0.10 -0.68
H 1.017 1.636 0.582 -0.26 -0.45 -0.11
H 2.644 1.883 0.816 0.60 -0.67 0.26
H -0.804 -2.816 -1.486 -0.62 0.04 0.21
H -3.124 -0.223 7.719 0.77 -0.09 -0.04
H -7.013 2.051 -2.606 -0.56 0.33 0.08
H 11.014 -4.735 -1.568 -0.09 -0.16 0.15
H 12.091 -3.323 -1.668 -0.09 0.51 -0.68
H -6.667 -3.477 -4.189 0.64 -0.56 -0.80
H -5.359 1.770 -2.268 0.16 -0.36 0.27
H 4.537 4.172 3.632 0.21 -0.07 0.18
C 2.585 1.007 -1.559 -0.76 2.13 0.13
H -0.980 -1.908 1.020 0.10 -0.86 -0.11
O 2.751 5.708 3.214 -0.94 -0.04 0.27
H 0.634 2.506 -2.766 0.23 0.67 0.77
C 7.771 -0.450 -2.219 1.75 1.08 0.03
C -7.666 -0.633 -2.172 -0.60 -3.42 -0.96
H -0.593 -0.314 9.348 -0.97 -0.33 -0.90
H 2.601 1.128 -2.614 -0.21 -0.57 -1.17
C -7.993 -7.084 -6.600 -0.03 0.69 0.01
C -5.545 -3.479 -4.195 -2.87 -0.53 1.61
F 7.074 0.929 1.068 0.43 0.25 -0.45
C 0.639 2.717 -1.666 -0.22 -0.08 -0.56
H -8.663 -0.293 -5.365 -0.58 -0.03 -0.51
C 6.265 6.866 2.541 -0.60 -0.49 0.75
H 8.174 -1.687 -0.526 0.05 0.17 -0.30
H 2.017 0.184 -1.194 -0.64 -0.60 0.00
C -1.203 -0.695 6.676 -1.52 1.69 0.20
F 0.530 2.022 5.327 -1.11 -0.33 -1.21
N 5.397 4.661 3.356 -1.43 0.41 -1.77
H 0.672 -2.465 6.475 0.49 0.06 0.39
C 5.090 6.141 3.302 -0.06 0.28 -2.67
H 1.545 6.580 1.719 -0.06 -0.44 0.55
O -5.384 -3.028 -2.837 0.75 0.10 0.13
H 3.599 0.901 -1.289 1.22 -0.06 0.69
H -9.127 -2.501 -3.696 -0.68 1.20 -0.10
H -1.905 0.641 -1.527 0.53 0.30 -0.25
H 0.475 3.769 -1.424 -0.28 0.12 -0.44
H 6.317 6.479 1.517 0.11 -0.28 0.24
P 5.757 1.849 1.184 0.03 1.78 1.47
H 7.190 6.657 3.084 0.10 0.13 -0.30
C 1.483 5.823 2.533 1.32 -1.15 -1.47
C -0.059 -1.948 0.418 -2.08 -0.06 -0.28
H -8.137 -0.412 -1.212 0.23 0.25 0.04
H -0.188 -0.263 6.778 0.11 -0.91 0.05
C -8.655 -0.408 -3.307 -1.57 1.19 -0.31
F 4.813 0.575 1.152 -0.04 -0.26 -0.15
C -1.741 1.465 7.820 0.82 0.47 1.33
H -5.229 -3.914 -0.897 0.75 0.31 -1.49
H 0.769 -3.328 -1.162 0.89 0.35 0.16
As -0.065 1.772 3.646 -0.12 0.04 1.17
```
Positions in Å, forces in eV/Å.

Summary:
E = -166495.4882 eV
Net charge = +3
Orbital gap = 0.36246 hartree



Number 1: lowest unoccupied orbital energy 0.0097 hartree, maximum force 3.36 eV Å⁻¹. Number 2: lowest unoccupied orbital energy -0.1749 hartree, maximum force 5.15 eV Å⁻¹.